No. 1
The following is a quantum chemistry calculation of the molecule C2H3NOS2 at a distorted geometry, from the Open Molecules 2025 dataset.

Summary:
Kohn-Sham gap (alpha / beta) ... 0.331 / 0.211 Eh
ΔE to the lowest compared entry with this formula, charge and spin ... 268.1 kJ/mol
E_HOMO (alpha / beta) ... -9.0239 / -8.9876 eV
⟨S²⟩ ... 2.04
F_max ... 3.88 eV/Å

ORCA input file:
```
! RIJCOSX wB97M-V def2-TZVPD def2/J DEFGRID3
* xyz 0 3
C 0.248 0.406 -0.466
C 0.795 -0.657 0.399
N -1.014 0.674 -0.619
O -1.428 1.445 -1.489
S 0.101 -0.428 2.172
S -2.240 -0.151 0.363
H 0.872 1.020 -1.131
H 0.686 -1.684 0.090
H 1.979 -0.625 0.681
*
```

No. 2
The following is a quantum chemistry calculation of a cluster of 2 separate species, C2H3NS in total at a distorted geometry, from the Open Molecules 2025 dataset.

Summary:
SMILES ... C#C.N=S
Kohn-Sham gap (alpha / beta) ... 0.273 / 0.272 Eh
ΔE to the lowest compared entry with this formula, charge and spin ... 397.3 kJ/mol
E_HOMO (alpha / beta) ... -8.3701 / -8.3703 eV
F_max ... 4.52 eV/Å

ORCA input file:
```
! RIJCOSX wB97M-V def2-TZVPD def2/J DEFGRID3
* xyz 0 1
C -1.879 0.132 -0.256
C -1.818 -0.942 0.239
H -1.868 1.191 -0.460
H -1.595 -1.996 0.380
N 2.004 0.789 0.043
S 2.319 -0.668 0.022
H 2.837 1.493 0.031
*
```

No. 3
The following is a quantum chemistry calculation of a structure of composition C2H3NS at a distorted geometry, from the Open Molecules 2025 dataset.

Summary:
Kohn-Sham gap ... 0.334 Eh
ΔE to the lowest compared entry with this formula, charge and spin ... 257.2 kJ/mol
E_HOMO ... -8.5201 eV
F_max ... 4.94 eV/Å

ORCA input file:
```
! RIJCOSX wB97M-V def2-TZVPD def2/J DEFGRID3
* xyz 0 1
C 0.678 0.213 -0.363
C -0.426 -0.331 -0.860
N -0.115 0.556 1.210
S -1.459 -0.355 0.535
H 1.637 0.593 -0.614
H -0.672 -0.699 -1.837
H 0.358 0.022 1.930
*
```

No. 4
The following is a quantum chemistry calculation of the molecule C2H3NS at a distorted geometry, from the Open Molecules 2025 dataset.

Summary:
Kohn-Sham gap (alpha / beta) ... 0.252 / 0.311 Eh
ΔE to the lowest compared entry with this formula, charge and spin ... 199.3 kJ/mol
E_HOMO (alpha / beta) ... -6.0736 / -10.2257 eV
⟨S²⟩ ... 2.01
F_max ... 3.62 eV/Å

ORCA input file:
```
! RIJCOSX wB97M-V def2-TZVPD def2/J DEFGRID3
* xyz 0 3
C -0.595 0.275 -0.091
C 0.736 -0.384 -0.203
N -1.868 0.167 -0.129
S -1.201 1.588 0.912
H 1.388 0.465 -0.255
H 0.518 -1.250 -0.942
H 1.023 -0.860 0.708
*
```

No. 5
The following is a quantum chemistry calculation of the molecule C2H3NS2 at a distorted geometry, from the Open Molecules 2025 dataset.

Summary:
Kohn-Sham gap (alpha / beta) ... 0.271 / 0.284 Eh
ΔE to the lowest compared entry with this formula, charge and spin ... 220.5 kJ/mol
E_HOMO (alpha / beta) ... -8.9325 / -8.6353 eV
F_max ... 3.74 eV/Å

ORCA input file:
```
! RIJCOSX wB97M-V def2-TZVPD def2/J DEFGRID3
* xyz 0 1
C -0.656 -0.917 -0.212
C -0.279 0.529 0.037
N 0.066 -1.872 -0.262
S 1.308 1.026 -0.579
S 2.520 0.022 0.489
H -1.745 -0.823 -0.073
H -0.977 1.240 -0.519
H -0.237 0.795 1.121
*
```

No. 6
The following is a quantum chemistry calculation of the molecule C2H3NS3 at a distorted geometry, from the Open Molecules 2025 dataset.

Summary:
SMILES ... S=C(S)/C=N/S
Kohn-Sham gap ... 0.296 Eh
ΔE to the lowest compared entry with this formula, charge and spin ... 254.7 kJ/mol
E_HOMO ... -9.1788 eV
F_max ... 4.02 eV/Å

ORCA input file:
```
! RIJCOSX wB97M-V def2-TZVPD def2/J DEFGRID3
* xyz 0 1
S -0.471 -0.332 -2.690
C -0.262 -0.607 -1.157
S -1.232 -1.731 -0.074
C 0.456 0.474 -0.248
N 0.796 0.145 0.990
S 1.598 1.513 1.865
H -2.503 -1.977 -1.001
H 0.496 1.596 -0.633
H 1.121 0.919 2.948
*
```

No. 7
The following is a quantum chemistry calculation of a cluster of 2 separate species, C2H3NS3 in total at a distorted geometry, from the Open Molecules 2025 dataset.

Summary:
SMILES ... C#[N+][S-].S=CS
Kohn-Sham gap ... 0.298 Eh
ΔE to the lowest compared entry with this formula, charge and spin ... 276.8 kJ/mol
E_HOMO ... -8.6481 eV
F_max ... 2.10 eV/Å

ORCA input file:
```
! RIJCOSX wB97M-V def2-TZVPD def2/J DEFGRID3
* xyz 0 1
C -2.733 -0.008 1.937
N -3.219 -0.538 1.022
S -3.985 -0.966 -0.280
H -1.995 0.590 2.484
S 0.986 1.642 -0.105
C 1.131 0.041 0.077
S 0.291 -1.077 1.196
H 1.808 -0.659 -0.500
H 1.025 -2.101 0.643
*
```

No. 8
The following is a quantum chemistry calculation of the ion C2H3O2 with charge +1 at a distorted geometry, from the Open Molecules 2025 dataset.

Summary:
Kohn-Sham gap ... 0.443 Eh
ΔE to the lowest compared entry with this formula, charge and spin ... 507.6 kJ/mol
E_HOMO ... -18.6050 eV
F_max ... 5.28 eV/Å

ORCA input file:
```
! RIJCOSX wB97M-V def2-TZVPD def2/J DEFGRID3
* xyz 1 1
C -0.696 -0.086 0.437
C 0.353 0.080 -0.684
O 1.251 0.891 -0.047
O 0.739 -0.339 0.589
H -0.893 0.846 1.004
H -1.257 -1.008 0.248
H 0.503 -0.384 -1.546
*
```

No. 9
The following is a quantum chemistry calculation of a cluster of 2 separate species, C2H3O2 in total at a distorted geometry, from the Open Molecules 2025 dataset.

Summary:
Kohn-Sham gap (alpha / beta) ... 0.298 / 0.299 Eh
ΔE to the lowest compared entry with this formula, charge and spin ... 227.7 kJ/mol
E_HOMO (alpha / beta) ... -15.7547 / -15.7559 eV
F_max ... 7.33 eV/Å

ORCA input file:
```
! RIJCOSX wB97M-V def2-TZVPD def2/J DEFGRID3
* xyz 1 1
C 1.253 0.155 -0.275
C -1.503 -0.070 0.349
O -2.154 0.645 -0.265
O 2.246 0.504 0.202
H 0.227 0.346 0.148
H 1.192 -0.736 -1.107
H -1.262 -0.845 0.948
*
```

No. 10
The following is a quantum chemistry calculation of a cluster of 2 separate species, C2H3O2Se in total at a distorted geometry, from the Open Molecules 2025 dataset.

Summary:
Kohn-Sham gap ... 0.220 Eh
ΔE to the lowest compared entry with this formula, charge and spin ... 216.3 kJ/mol
E_HOMO ... -2.2255 eV
F_max ... 3.67 eV/Å

ORCA input file:
```
! RIJCOSX wB97M-V def2-TZVPD def2/J DEFGRID3
* xyz -1 1
C 0.355 1.254 -0.866
C -0.452 -0.977 -0.053
O 0.777 1.738 0.081
O 0.040 1.221 -1.971
Se 0.176 -1.130 1.635
H 0.391 -1.243 -0.822
H -1.514 -1.178 -0.113
H 0.228 0.315 2.109
*
```

No. 11
The following is a quantum chemistry calculation of a cluster of 2 separate species, C2H3O3 in total at a distorted geometry, from the Open Molecules 2025 dataset.

Summary:
Kohn-Sham gap (alpha / beta) ... 0.245 / 0.244 Eh
ΔE to the lowest compared entry with this formula, charge and spin ... 571.8 kJ/mol
E_HOMO (alpha / beta) ... -2.2375 / -2.2338 eV
F_max ... 7.62 eV/Å

ORCA input file:
```
! RIJCOSX wB97M-V def2-TZVPD def2/J DEFGRID3
* xyz -1 1
C -1.148 -0.009 0.332
C 0.273 1.767 -0.296
O 1.459 -1.749 0.011
O -1.531 -1.005 -0.321
O -0.869 1.180 0.005
H 0.009 3.010 -0.252
H 0.524 -1.577 -0.422
H 1.283 -1.618 0.943
*
```

No. 12
The following is a quantum chemistry calculation of a structure of composition C2H3O3S at a distorted geometry, from the Open Molecules 2025 dataset.

Summary:
Kohn-Sham gap ... 0.294 Eh
ΔE to the lowest compared entry with this formula, charge and spin ... 460.1 kJ/mol
E_HOMO ... -3.8913 eV
F_max ... 2.45 eV/Å

ORCA input file:
```
! RIJCOSX wB97M-V def2-TZVPD def2/J DEFGRID3
* xyz -1 1
C 0.434 -1.431 0.478
C -0.764 0.310 -0.749
O 0.527 1.182 1.465
O 1.961 0.667 -0.457
O -1.261 -0.782 -0.095
S 0.740 0.339 0.285
H 0.231 -1.588 1.547
H -0.451 0.112 -1.784
H -1.417 1.191 -0.690
*
```

No. 13
The following is a quantum chemistry calculation of a cluster of 2 separate species, C2H3O3Si in total at a distorted geometry, from the Open Molecules 2025 dataset.

Summary:
Kohn-Sham gap (alpha / beta) ... 0.278 / 0.278 Eh
ΔE to the lowest compared entry with this formula, charge and spin ... 241.6 kJ/mol
E_HOMO (alpha / beta) ... -3.8211 / -3.8190 eV
F_max ... 5.24 eV/Å

ORCA input file:
```
! RIJCOSX wB97M-V def2-TZVPD def2/J DEFGRID3
* xyz -1 1
C -0.298 -1.494 0.817
C -0.053 -1.646 2.161
O -0.146 0.251 -0.167
O -1.131 -1.961 0.117
O 0.884 -1.957 2.898
Si 0.053 1.375 -1.254
H -0.860 2.659 -1.274
H 0.050 0.703 -2.522
H 1.501 2.068 -0.776
*
```

No. 14
The following is a quantum chemistry calculation of a cluster of 2 separate species, C2H3O4P in total at a distorted geometry, from the Open Molecules 2025 dataset.

Summary:
Kohn-Sham gap ... 0.235 Eh
ΔE to the lowest compared entry with this formula, charge and spin ... 0.0 kJ/mol
E_HOMO ... 0.3353 eV
F_max ... 3.06 eV/Å

ORCA input file:
```
! RIJCOSX wB97M-V def2-TZVPD def2/J DEFGRID3
* xyz -2 1
C -1.331 -0.153 -0.318
C -0.361 -0.035 -1.277
O -0.882 -0.191 1.038
O 4.850 -0.102 1.230
O -2.579 -0.185 -0.405
O 4.696 0.370 -1.171
P 3.951 0.036 0.072
H 0.739 -0.009 -1.138
H -0.592 -0.240 -2.247
H 0.146 -0.293 0.948
*
```

No. 15
The following is a quantum chemistry calculation of a cluster of 2 separate species, C2H3O5S in total at a distorted geometry, from the Open Molecules 2025 dataset.

Summary:
Kohn-Sham gap (alpha / beta) ... 0.288 / 0.313 Eh
ΔE to the lowest compared entry with this formula, charge and spin ... 643.8 kJ/mol
E_HOMO (alpha / beta) ... -4.7566 / -5.1335 eV
F_max ... 6.34 eV/Å

ORCA input file:
```
! RIJCOSX wB97M-V def2-TZVPD def2/J DEFGRID3
* xyz -1 1
C -0.825 -0.831 -1.479
C -0.391 -0.146 -0.497
O 1.609 1.008 -1.319
O 0.012 2.412 -0.216
O 1.533 0.994 1.115
O 0.068 -1.155 2.244
O -1.063 -0.754 1.566
S 0.725 1.113 -0.114
H -0.785 -0.562 -2.494
H -1.306 -1.773 -1.306
H 0.425 -0.306 2.500
*
```

No. 16
The following is a quantum chemistry calculation of a cluster of 2 separate species, C2H3O5S2 in total at a distorted geometry, from the Open Molecules 2025 dataset.

Summary:
Kohn-Sham gap (alpha / beta) ... 0.302 / 0.322 Eh
ΔE to the lowest compared entry with this formula, charge and spin ... 501.7 kJ/mol
E_HOMO (alpha / beta) ... -5.3658 / -5.9203 eV
F_max ... 2.44 eV/Å

ORCA input file:
```
! RIJCOSX wB97M-V def2-TZVPD def2/J DEFGRID3
* xyz -1 1
C -0.824 -0.593 1.207
C 0.965 0.348 -0.821
O -1.906 1.872 0.853
O -2.257 0.162 -0.816
O -0.230 -2.052 -0.883
O 1.574 -1.780 0.712
O -0.004 1.298 -0.620
S -1.379 0.715 0.183
S 0.403 -1.187 0.091
H 0.671 0.495 2.347
H 1.071 0.071 -1.874
H 1.917 0.651 -0.380
*
```

No. 17
The following is a quantum chemistry calculation of the molecule C2H3OPS at a distorted geometry, from the Open Molecules 2025 dataset.

Summary:
SMILES ... O=S1(=P)C=C1
Kohn-Sham gap ... 0.298 Eh
ΔE to the lowest compared entry with this formula, charge and spin ... 448.1 kJ/mol
E_HOMO ... -7.8302 eV
F_max ... 4.09 eV/Å

ORCA input file:
```
! RIJCOSX wB97M-V def2-TZVPD def2/J DEFGRID3
* xyz 0 1
O -0.592 -1.795 0.041
S -0.369 -0.392 0.023
P -2.075 0.801 0.321
C 1.158 0.309 -0.771
C 1.299 0.175 0.538
H -2.802 -0.401 0.227
H 1.492 0.720 -1.707
H 1.889 0.584 1.329
*
```

No. 18
The following is a quantum chemistry calculation of a cluster of 2 separate species, C2H3OS2 in total at a distorted geometry, from the Open Molecules 2025 dataset.

Summary:
Kohn-Sham gap ... 0.203 Eh
ΔE to the lowest compared entry with this formula, charge and spin ... 113.9 kJ/mol
E_HOMO ... -2.3757 eV
F_max ... 2.62 eV/Å

ORCA input file:
```
! RIJCOSX wB97M-V def2-TZVPD def2/J DEFGRID3
* xyz -1 1
C 2.034 -0.786 0.273
C -1.347 0.486 -0.169
O 2.331 -1.551 1.101
S 2.030 0.021 -1.073
S -0.738 0.316 1.535
H -2.471 0.502 -0.182
H -0.959 -0.346 -0.950
H -0.881 1.358 -0.535
*
```

No. 19
The following is a quantum chemistry calculation of the molecule C2H3P3 at a distorted geometry, from the Open Molecules 2025 dataset.

Summary:
Kohn-Sham gap (alpha / beta) ... 0.231 / 0.266 Eh
ΔE to the lowest compared entry with this formula, charge and spin ... 436.4 kJ/mol
E_HOMO (alpha / beta) ... -8.3575 / -8.4174 eV
F_max ... 3.98 eV/Å

ORCA input file:
```
! RIJCOSX wB97M-V def2-TZVPD def2/J DEFGRID3
* xyz 0 1
C 0.195 0.695 -1.162
C 0.568 0.880 1.687
P -0.351 -0.914 -1.535
P -0.108 1.410 0.294
P -0.604 -1.807 0.341
H 0.321 1.419 -1.946
H 0.580 1.253 2.743
H -0.600 -2.937 -0.421
*
```

No. 20
The following is a quantum chemistry calculation of the molecule C2H3PS3 at a distorted geometry, from the Open Molecules 2025 dataset.

Summary:
Kohn-Sham gap (alpha / beta) ... 0.292 / 0.204 Eh
ΔE to the lowest compared entry with this formula, charge and spin ... 193.5 kJ/mol
E_HOMO (alpha / beta) ... -8.7873 / -7.5115 eV
F_max ... 1.36 eV/Å

ORCA input file:
```
! RIJCOSX wB97M-V def2-TZVPD def2/J DEFGRID3
* xyz 0 1
C -0.397 -0.771 -0.233
C 0.028 -1.358 0.831
P -0.982 0.162 -1.524
S 2.378 1.186 0.808
S -0.460 2.076 -0.541
S 1.584 2.208 -0.678
H 0.515 -2.323 0.971
H -0.287 -0.938 1.782
H -2.380 -0.240 -1.416
*
```